[1]
DFT (ωB97M-V/def2-TZVPD) results for an isolated molecule of C5H10O.

The geometry in XYZ format:
```
16
C5H10O, DFT ωB97M-V/def2-TZVPD
C -2.01753 -0.46706 0.05540
C -0.83247 0.39104 -0.45193
O -1.26931 1.69007 -0.79563
C 0.07039 0.38547 0.71629
C 1.05631 -0.70841 0.66663
C 2.12202 0.12387 -0.11933
H -2.37596 -0.09901 1.02279
H -1.75886 -1.52678 0.14638
H -2.82490 -0.35243 -0.67229
H -0.43720 -0.06960 -1.37268
H -1.11968 2.21828 0.00293
H 1.90818 1.20181 -0.06387
H 1.44539 -1.00177 1.64515
H 0.79184 -1.60644 0.08648
H 2.12662 -0.15464 -1.17473
H 3.11516 -0.02439 0.30841
```

frontier orbital gap: 0.332 hartree
ΔE to the lowest compared entry with this formula, charge and spin: 3.672 eV
HOMO energy: -8.6716 eV
net charge: 0

Löwdin population analysis, charges in e, atoms 1 to 4: -0.036, -0.525, -0.053, 0.048



[2]
DFT (ωB97M-V/def2-TZVPD) results for an isolated molecule of C5H10O.

The geometry in XYZ format:
```
16
C5H10O, DFT ωB97M-V/def2-TZVPD
C -0.07295 1.11002 -0.73309
C 1.14398 0.61104 0.06310
C 0.82472 -0.19341 1.31377
O 0.28156 -1.46834 0.90123
C -0.99102 -1.64153 1.12231
C -1.06013 0.03463 -1.19421
H 0.30488 1.64975 -1.60993
H -0.61562 1.84743 -0.12791
H 1.78677 -0.00701 -0.57758
H 1.74813 1.47625 0.36724
H 0.08227 0.29328 1.95482
H 1.72916 -0.41770 1.88665
H -1.62990 -0.34526 -0.34366
H -1.20100 -2.58426 0.55612
H -1.78533 0.44081 -1.90330
H -0.54550 -0.80570 -1.67558
```

frontier orbital gap: 0.347 hartree
ΔE to the lowest compared entry with this formula, charge and spin: 3.295 eV
HOMO energy: -8.5128 eV
net charge: 0

Löwdin population analysis, charges in e, atoms 1 to 4: -0.245, -0.191, -0.195, -0.183



[3]
DFT (ωB97M-V/def2-TZVPD) results for an isolated molecule of C5H10O.

The geometry in XYZ format:
```
16
C5H10O, DFT ωB97M-V/def2-TZVPD
C 2.54373 -0.29771 0.07157
O 1.24034 -0.67930 0.53785
C 0.36741 -0.92006 -0.41149
C -0.86853 1.34770 -0.09464
C -1.81394 0.15678 -0.23962
C -1.00065 -1.07567 0.22074
H 2.57406 0.79439 -0.00450
H 2.72716 -0.74072 -0.90897
H 3.27294 -0.63174 0.81116
H 0.02171 1.08865 -0.69089
H -0.56504 1.45877 0.95540
H -1.24715 2.29591 -0.47450
H -2.11549 0.05093 -1.28763
H -2.73438 0.26236 0.35043
H -0.96874 -1.10051 1.31957
H -1.43342 -2.00977 -0.15448
```

frontier orbital gap: 0.343 hartree
ΔE to the lowest compared entry with this formula, charge and spin: 3.130 eV
HOMO energy: -8.2474 eV
net charge: 0

Löwdin population analysis, charges in e, atoms 1 to 4: -0.066, -0.150, -0.079, -0.122



[4]
DFT (ωB97M-V/def2-TZVPD) results for an isolated molecule of C5H10O at a distorted geometry.

The geometry in XYZ format:
```
16
C5H10O, DFT ωB97M-V/def2-TZVPD
C 1.28967 0.28377 0.90838
C 1.08814 -0.56353 -0.38129
C -0.09798 -1.20159 -1.09583
C -0.38630 0.07449 -0.50382
C -1.37489 0.01219 0.65859
O -0.48332 1.22406 -1.25877
H 2.32391 0.57118 0.81365
H 0.75773 1.28027 0.97318
H 1.05919 -0.20788 1.84733
H 1.78944 -0.23340 -1.15561
H -0.01629 -1.09053 -2.17339
H -0.62687 -2.07990 -0.75371
H -2.35241 -0.08966 0.17239
H -1.40214 0.90819 1.29462
H -1.23282 -0.85848 1.31026
H -0.33505 1.97082 -0.65596
```

frontier orbital gap: 0.323 hartree
SMILES: C[C@H]1C[C@]1(C)O
ΔE to the lowest compared entry with this formula, charge and spin: 3.518 eV
HOMO energy: -7.8911 eV
net charge: 0

Löwdin population analysis, charges in e, atoms 1 to 4: -0.108, -0.142, -0.071, -0.610



[5]
DFT (ωB97M-V/def2-TZVPD) results for an isolated molecule of C5H10O at a distorted geometry.

The geometry in XYZ format:
```
16
C5H10O, DFT ωB97M-V/def2-TZVPD
C 1.51444 -1.42637 -0.37523
C 1.11965 -0.11846 0.20587
O 2.00405 0.61806 0.66438
C -0.22067 0.48049 -0.25920
C -1.34514 -0.55180 -0.30990
C -0.59368 1.66688 0.62778
H 0.85575 -1.66049 0.68400
H 1.11295 -1.67595 -1.35218
H 2.56100 -1.65612 -0.20531
H -0.03448 0.85134 -1.27524
H -1.51540 -0.98401 0.67549
H -1.13363 -1.36077 -1.00542
H -2.27081 -0.06761 -0.61890
H -0.79875 1.32996 1.64346
H -1.47816 2.17052 0.24058
H 0.22286 2.38432 0.65981
```

frontier orbital gap: 0.366 hartree
SMILES: CC(=O)C(C)C
ΔE to the lowest compared entry with this formula, charge and spin: 1.579 eV
HOMO energy: -9.2059 eV
net charge: 0

Löwdin population analysis, charges in e, atoms 1 to 4: 0.016, -0.497, 0.034, -0.366



[6]
DFT (ωB97M-V/def2-TZVPD) results for C5H10O as an isolated structure.

The geometry in XYZ format:
```
16
C5H10O, DFT ωB97M-V/def2-TZVPD
C 2.30502 0.05817 -0.18484
C 0.93743 -0.33993 -0.73628
C -0.21947 0.27565 -0.02415
O -0.39119 -0.27096 1.36314
C -1.91655 0.65954 0.83722
C -1.60961 0.12981 -0.51435
H 3.11874 -0.46013 -0.70585
H 2.37076 -0.18862 0.88073
H 2.45573 1.13815 -0.28350
H 0.83703 -1.45134 -0.68858
H 0.86231 -0.07647 -1.80002
H -0.48518 -1.26092 1.32844
H -2.54789 0.12700 1.55115
H -1.83154 1.72371 1.00698
H -2.02398 -0.88114 -0.70255
H -1.86161 0.81748 -1.32753
```

frontier orbital gap (alpha / beta): 0.273 / 0.273 hartree
ΔE to the lowest compared entry with this formula, charge and spin: 5.449 eV
HOMO energy (alpha / beta): -6.8044 / -6.8061 eV
net charge: 0

Löwdin population analysis, charges in e, atoms 1 to 4: -0.120, -0.259, -0.381, -0.061



[7]
DFT (ωB97M-V/def2-TZVPD) results for a 2-piece molecular cluster, C5H10O overall at a distorted geometry.

The geometry in XYZ format:
```
16
C5H10O, DFT ωB97M-V/def2-TZVPD
C 0.93500 -1.05421 -0.28196
C 0.79078 -0.41640 0.88918
C 1.81069 0.47685 1.51738
H 0.53797 -2.05800 -0.38375
H 1.75608 -0.81131 -0.94959
H -0.13399 -0.57850 1.42559
H 1.79829 0.53570 2.65077
H 1.77736 1.53783 1.29704
H 2.81191 0.04350 1.37648
C -1.69552 0.28602 -1.70388
C -1.91933 0.43369 -0.25091
O -2.56999 -0.29923 0.45504
H -0.66952 -0.04607 -1.77419
H -2.26553 -0.47796 -2.23891
H -1.64872 1.21980 -2.26164
H -1.31548 1.20830 0.23335
```

frontier orbital gap: 0.383 hartree
SMILES: C=CC.CC=O
ΔE to the lowest compared entry with this formula, charge and spin: 2.115 eV
HOMO energy: -9.4014 eV
net charge: 0

Löwdin population analysis, charges in e, atoms 1 to 4: -0.039, -0.245, -0.116, 0.071



[8]
DFT (ωB97M-V/def2-TZVPD) results for a 2-piece molecular cluster, C5H10O overall.

The geometry in XYZ format:
```
16
C5H10O, DFT ωB97M-V/def2-TZVPD
C 0.49943 -1.27861 0.99493
C 0.07792 -0.16927 0.04519
C -0.04112 1.12824 0.81306
O -1.05278 1.32345 1.64120
C -0.86781 -0.46705 -1.07478
C 0.58028 -0.15554 -1.36926
H 0.57553 -2.23200 0.46004
H 1.47845 -1.06623 1.44423
H -0.23491 -1.38767 1.80020
H -0.26935 2.09000 -0.29194
H 0.94898 1.53441 1.10167
H -0.90558 2.05106 0.48368
H -1.61246 0.28186 -1.33841
H -1.21238 -1.49224 -1.18988
H 1.23426 -0.96493 -1.68592
H 0.80157 0.80453 -1.83401
```

frontier orbital gap: 0.374 hartree
ΔE to the lowest compared entry with this formula, charge and spin: 4.997 eV
HOMO energy: -9.5000 eV
net charge: 0

Löwdin population analysis, charges in e, atoms 1 to 4: -0.021, -0.482, -0.366, -0.140



| no. | M (u) |
| --- | --- |
| 1 | 86.13 |
| 2 | 86.13 |
| 3 | 86.13 |
| 4 | 86.13 |
| 5 | 86.13 |
| 6 | 86.13 |
| 7 | 86.13 |
| 8 | 86.13 |